Entry from OMol25: a structure of composition C8H6N2O at a distorted geometry (ωB97M-V with the def2-TZVPD basis set).

Summary:
**ΔE to the lowest compared entry with this formula, charge and spin**: 285.8 kJ/mol
**Calculated total energy**: -493.1150 Eh
**HOMO level**: -8.856 eV
**Gap between HOMO and LUMO**: 9.1016 eV
**LUMO energy**: 0.246 eV

```
! wB97M-V def2-TZVPD RIJCOSX def2/J DEFGRID3
* xyz 0 1
C 2.4417 1.1935 -0.1325
C 3.2368 0.0254 0.0436
C 2.4727 -1.2096 0.1551
C 0.4023 -0.0570 -0.0384
C 1.0612 1.1832 -0.1450
C -1.0319 -0.1889 -0.0520
C -3.0290 -0.6443 -0.1148
C -3.0319 0.6998 0.1443
H 3.1819 2.1161 -0.0558
H 4.2467 0.0652 0.0147
H 3.0055 -2.0355 0.2264
H 0.4447 2.1433 -0.3736
H -4.0221 -1.4354 -0.2383
H -3.7863 1.4962 0.5257
N 1.0955 -1.2395 0.0935
N -1.7585 -1.1419 -0.1932
O -1.6951 1.0384 0.1797
*
```

Here are the Mulliken charges for atoms 1 to 2, given in e:
1. C -0.173
2. C -0.513


Entry from OMol25: a structure of composition C22H49N2OP3PtS at a distorted geometry (ωB97M-V with the def2-TZVPD basis set).

Summary:
**ΔE to the lowest compared entry with this formula, charge and spin**: 26.0 kJ/mol
**Calculated total energy**: -2592.3271 Eh
**HOMO level (spin up / spin down)**: -19.206 / -19.097 eV
**Gap between HOMO and LUMO (spin up / spin down)**: 7.8076 / 3.4394 eV
**LUMO energy (spin up / spin down)**: -11.399 / -15.658 eV

```
! wB97M-V def2-TZVPD RIJCOSX def2/J DEFGRID3
* xyz 4 5
Pt -1.3157 0.2630 1.3048
P 0.0869 1.8476 1.7389
P -0.3231 -1.7302 1.8750
P -3.1922 1.4792 0.9355
H -0.7268 -0.7556 -3.1779
C -0.9705 0.1854 -3.6899
C -0.2322 1.3127 -3.4687
H 0.5015 1.2400 -2.6626
C 1.7579 1.5379 1.3114
C 0.0141 2.1439 3.5128
C -0.2146 3.3601 0.8513
C -0.1202 -2.8858 0.4967
C 1.3815 -1.6949 2.5610
C -1.2281 -2.5919 3.1929
C -3.0235 2.2542 -0.7040
C -3.4416 2.8263 2.1478
C -4.8085 0.6539 0.9030
H -1.6758 0.1177 -4.5722
H -0.4016 2.2809 -3.9364
H 1.8672 1.5833 0.2284
H 2.1269 0.5770 1.6559
H 2.3361 2.3519 1.7452
H 0.2173 1.2410 4.0916
H -0.9565 2.5503 3.8139
H 0.7933 2.8795 3.7291
H -0.1103 3.1932 -0.2226
H 0.5617 4.0659 1.1518
H -1.1829 3.8001 1.0648
H -0.0652 -3.9194 0.8779
H 0.8121 -2.5873 0.0006
H -0.9815 -2.7124 -0.1566
H 1.5154 -2.6251 3.1392
H 1.4818 -0.8425 3.2397
H 2.1502 -1.6452 1.7734
H -0.7535 -3.5549 3.4693
H -2.2769 -2.7587 2.8890
H -1.2151 -1.9096 4.0656
H -4.0055 2.7008 -0.9044
H -2.7853 1.4660 -1.4266
H -2.2461 3.0197 -0.7341
H -4.4562 3.1950 1.9912
H -2.7365 3.6451 2.0344
H -3.3501 2.3937 3.1438
H -5.5510 1.4206 1.1629
H -4.8321 -0.1694 1.6188
H -4.9863 0.2585 -0.0989
C -3.3745 -2.0830 -1.1475
C -3.5293 -3.2720 -0.2945
C -4.3497 -4.3314 -0.6813
C -5.1780 -4.2089 -1.8189
C -5.2161 -3.0260 -2.5194
C -4.4181 -1.9555 -2.1753
O -2.5055 -1.1581 -1.0838
H -2.1573 -0.9867 1.6311
H -3.0067 -3.3434 0.6980
H -4.4249 -5.2533 -0.0973
H -5.8591 -5.0167 -2.0940
H -5.8742 -2.8111 -3.3727
H -4.4064 -0.9850 -2.6076
C 3.3913 1.8094 -2.8087
N 4.5186 1.2133 -2.0834
C 5.8586 1.4288 -2.6564
C 4.2942 0.0964 -1.3257
S 2.8260 -0.7304 -1.3539
N 5.3692 -0.3542 -0.5976
C 6.1820 0.5783 0.1993
C 5.3352 -1.6884 -0.0181
H 2.8833 1.0378 -3.4103
H 3.7837 2.5921 -3.4654
H 2.6572 2.2396 -2.1046
H 6.3375 2.3126 -2.2069
H 6.4709 0.5389 -2.4928
H 5.7442 1.6097 -3.7323
H 5.9529 0.4269 1.2662
H 7.2417 0.3158 0.0497
H 6.0010 1.6235 -0.0711
H 4.7441 -1.7076 0.9133
H 4.8989 -2.3993 -0.7281
H 6.3707 -1.9731 0.2268
*
```

Here are the Mulliken charges for atoms 1 to 2, given in e:
1. Pt 0.961
2. P 0.590


Entry from OMol25: a structure of composition C44H38Cl2GeN3OPS2W (ωB97M-V with the def2-TZVPD basis set).

Summary:
**ΔE to the lowest compared entry with this formula, charge and spin**: 0.0 kJ/mol
**Calculated total energy**: -6141.1940 Eh
**HOMO level (spin up / spin down)**: -7.677 / -7.871 eV
**Gap between HOMO and LUMO (spin up / spin down)**: 7.5937 / 6.0844 eV
**LUMO energy (spin up / spin down)**: -0.083 / -1.787 eV

```
! wB97M-V def2-TZVPD RIJCOSX def2/J DEFGRID3
* xyz 0 3
W -0.2239 0.4929 0.8298
O 1.7715 -1.7819 -1.9629
C 1.3048 -1.1562 -1.0338
N 0.2195 -0.3683 -1.0157
C -0.5767 -0.2024 -2.1936
C -1.4198 1.0132 -1.9816
C -2.1570 1.5892 -3.0074
C -2.9481 2.6868 -2.7432
C -2.9753 3.1933 -1.4501
C -2.1992 2.5943 -0.4836
N -1.4258 1.5208 -0.7358
C 1.9260 -1.0755 0.4086
C 3.0495 -2.0186 0.5590
C 2.9248 -3.1071 1.3666
C 1.7376 -3.3284 2.0871
C 0.7047 -2.3792 2.0325
N 0.8055 -1.3132 1.2902
H -1.2284 -1.0695 -2.3679
H 0.0527 -0.0863 -3.0827
H -2.1040 1.1553 -3.9963
H -3.5361 3.1423 -3.5279
H -3.5779 4.0498 -1.1888
H -2.1566 2.9860 0.5199
H 3.9309 -1.8580 -0.0419
H 3.7426 -3.8082 1.4598
H 1.6121 -4.2028 2.7071
H -0.1985 -2.4860 2.6226
Cl 0.4422 2.8295 1.1955
C -1.6688 1.2259 2.3010
Cl -0.3604 0.5664 3.3243
H -2.5520 0.6374 2.5001
H -1.7726 2.2807 2.5393
S -4.7796 -3.1739 0.9699
P -4.1062 -1.3662 0.7206
S -2.0384 -1.4095 0.6850
C -4.6439 -0.2134 2.0241
C -4.7982 -0.7062 3.3148
C -5.1399 0.1485 4.3506
C -5.3501 1.4979 4.1021
C -5.2140 1.9933 2.8129
C -4.8575 1.1414 1.7787
C -4.7839 -0.6672 -0.8161
C -4.1469 -0.9413 -2.0224
C -4.7457 -0.6040 -3.2258
C -5.9829 0.0212 -3.2335
C -6.6302 0.2884 -2.0315
C -6.0408 -0.0663 -0.8291
H -4.6564 -1.7652 3.4920
H -5.2529 -0.2416 5.3529
H -5.6259 2.1616 4.9107
H -5.3831 3.0434 2.6123
H -4.7372 1.5367 0.7766
H -3.1930 -1.4545 -2.0075
H -4.2516 -0.8414 -4.1608
H -6.4518 0.2856 -4.1718
H -7.6060 0.7554 -2.0323
H -6.5710 0.1054 0.0987
C 2.0208 0.4683 0.6020
Ge 3.2944 1.0791 1.9765
C 3.8701 2.9311 1.7241
C 3.5703 3.6764 0.5875
C 4.0988 4.9469 0.4075
C 4.9344 5.4952 1.3687
C 5.2515 4.7612 2.5021
C 4.7293 3.4874 2.6701
C 2.7392 0.7782 3.8220
C 2.4400 1.8464 4.6651
C 2.0519 1.6287 5.9790
C 1.9544 0.3350 6.4710
C 2.2464 -0.7398 5.6437
C 2.6392 -0.5153 4.3322
C 4.9847 0.1042 1.6852
C 5.5794 0.2116 0.4267
C 6.7609 -0.4482 0.1297
C 7.3803 -1.2264 1.0992
C 6.8188 -1.3222 2.3624
C 5.6318 -0.6592 2.6509
H 2.3285 0.9538 -0.3297
H 2.9012 3.2747 -0.1623
H 3.8527 5.5116 -0.4831
H 5.3388 6.4902 1.2344
H 5.9117 5.1774 3.2523
H 5.0058 2.9179 3.5511
H 2.4859 2.8598 4.2846
H 1.8187 2.4701 6.6186
H 1.6534 0.1649 7.4964
H 2.1718 -1.7520 6.0206
H 2.8621 -1.3660 3.6975
H 5.1130 0.8215 -0.3406
H 7.2010 -0.3549 -0.8547
H 8.3014 -1.7469 0.8717
H 7.3056 -1.9130 3.1278
H 5.2127 -0.7416 3.6468
*
```

Here are the Mulliken charges for atoms 1 to 2, given in e:
1. W -0.560
2. O -0.759


Entry from OMol25: an isolated molecule of C5H5Cl at a distorted geometry (ωB97M-V with the def2-TZVPD basis set).

Summary:
**ΔE to the lowest compared entry with this formula, charge and spin**: 205.2 kJ/mol
**Calculated total energy**: -653.6026 Eh
**HOMO level**: -9.169 eV
**Gap between HOMO and LUMO**: 10.0511 eV
**LUMO energy**: 0.882 eV
**Structure (SMILES)**: C#C/C(C)=C/Cl

```
! wB97M-V def2-TZVPD RIJCOSX def2/J DEFGRID3
* xyz 0 1
C 0.3806 1.3604 -0.0357
C 0.1584 -0.1505 -0.0088
C 1.1324 -0.9868 0.0472
C -1.2184 -0.5384 -0.0863
C -2.3716 -0.8753 -0.1329
H -0.4590 1.9050 0.1268
H 0.6706 1.7547 -0.9106
H 1.0313 1.5747 0.8229
H 1.1654 -2.0599 0.2736
H -3.2909 -1.4166 0.0111
Cl 2.8014 -0.5674 -0.1073
*
```

Here are the Mulliken charges for atoms 1 to 2, given in e:
1. C -1.513
2. C 0.493


Entry from OMol25: a structure of composition C18H23N5O3RbS2 at a distorted geometry (ωB97M-V with the def2-TZVPD basis set).

Summary:
**ΔE to the lowest compared entry with this formula, charge and spin**: 0.0 kJ/mol
**Calculated total energy**: -2019.4807 Eh
**HOMO level**: -9.639 eV
**Gap between HOMO and LUMO**: 6.4960 eV
**LUMO energy**: -3.143 eV

```
! wB97M-V def2-TZVPD RIJCOSX def2/J DEFGRID3
* xyz 1 1
C -0.7875 -1.7684 -5.1320
C -1.3506 -0.9414 -6.0489
H -0.7410 -2.8427 -5.2885
H -0.3755 -1.3531 -4.2408
C -1.4605 0.4806 -5.7821
C -1.0954 1.0078 -4.5765
H -0.7723 0.3939 -3.7419
H -1.1580 2.0839 -4.4195
C -1.8427 -1.5008 -7.3637
H -1.6444 -2.5760 -7.4059
H -1.3399 -1.0260 -8.2168
H -2.9233 -1.3567 -7.4952
C -2.0088 1.3456 -6.8989
H -2.9904 0.9867 -7.2403
H -1.3503 1.3529 -7.7801
H -2.1210 2.3784 -6.5609
Rb -0.3185 0.6774 3.0359
O 0.5425 -0.0186 0.5905
C 1.2156 0.4550 -0.3420
O 2.1371 1.4166 2.3111
C 2.6066 1.7964 1.2338
O 3.5673 2.7246 1.1553
N 2.2526 1.3749 -0.0628
C 4.0005 2.8663 -0.2277
C 3.1758 1.9232 -1.0528
H 5.0620 2.6169 -0.2594
H 3.8552 3.9050 -0.5259
H 3.8091 1.1332 -1.4696
H 2.6221 2.4334 -1.8420
C 0.9480 0.0938 -1.7444
C 0.1370 -0.9708 -1.9760
H 1.4832 0.6443 -2.5250
H -0.4033 -1.4370 -1.1437
H 0.1111 -1.4561 -2.9410
N -4.1280 0.3690 4.5146
C -3.3286 -0.2397 5.4118
N -2.0281 -0.3894 5.2839
C -1.4855 -1.0760 6.3720
C -2.4323 -1.4270 7.3322
S -4.0166 -0.8891 6.9070
C -0.0624 -1.3491 6.4023
C 0.6412 -2.0612 7.3777
S 2.3190 -2.1439 7.0057
C 2.0050 -1.1871 5.5418
N 0.7377 -0.8716 5.3741
N 3.0097 -0.8606 4.7107
H -5.1254 0.3771 4.6676
H -3.7383 0.6772 3.6304
H -2.1904 -1.9718 8.2395
H 0.1657 -2.4936 8.2438
H 3.9399 -1.1374 4.9947
H 2.8753 -0.1690 3.9679
*
```

Here are the Mulliken charges for atoms 1 to 2, given in e:
1. C -0.624
2. C 1.080


Question: What is the calculated total energy in the first record?
Answer: -493.1150 Eh


Question: Among the records above, which one has the highest ΔE to the lowest compared entry with this formula, charge and spin?
Answer: C8H6N2O


Question: Which formula does entry 4 have?
Answer: C5H5Cl


Question: The highest ΔE to the lowest compared entry with this formula, charge and spin belongs to which entry?
Answer: C8H6N2O